w) The following is a DFT calculation (ωB97M-V/def2-TZVPD) of an isolated ion of composition C3H13N4 and charge +1.

Last column: Löwdin charge in e.
Cartesian coordinates (Å):
C 0.1708 2.9038 -0.2949  -0.060
C 0.7847 1.5433 -0.5726  -0.187
C -0.5590 -1.7771 0.1447  -0.467
N 0.0967 -3.0120 0.3109  0.088
N -0.7379 -1.0401 1.3936  0.060
N 0.1615 -0.8451 -0.7915  0.036
N -0.2602 0.4974 -0.5137  -0.033
H -0.5735 3.1602 -1.0445  0.086
H -0.2908 2.9344 0.6888  0.086
H 0.9476 3.6617 -0.3253  0.093
H 1.5459 1.3077 0.1746  0.133
H 1.2415 1.5219 -1.5649  0.136
H -1.5427 -1.9496 -0.3076  0.158
H 0.0255 -3.6271 -0.4854  0.098
H 1.0601 -2.9367 0.6128  0.093
H 0.0329 -1.2201 2.0312  0.111
H -1.5900 -1.3072 1.8696  0.112
H 1.1677 -0.9235 -0.6514  0.124
H -0.6647 0.3672 0.4947  0.145
H -1.0162 0.7410 -1.1691  0.190

Its orbital gap is 11.3 eV. The net charge is +1. Its molar mass is 105.16 g/mol. As for the structure (SMILES): CC[NH2+]NC(N)N.


x) The following is a DFT calculation (ωB97M-V/def2-TZVPD) of a 2-piece molecular cluster, C3H13N4 overall.

Last column: Löwdin charge in e.
Cartesian coordinates (Å):
C -2.1262 0.3453 0.1169  -0.020
N -1.3176 0.1744 -1.1219  -0.087
C -0.8783 1.4642 -1.7171  -0.008
H -2.3715 -0.6380 0.5076  0.101
H -1.5261 0.8958 0.8353  0.099
H -3.0442 0.8728 -0.1214  0.102
H -1.8548 -0.3469 -1.8041  0.167
H -0.4893 -0.4435 -0.8436  0.077
H -1.7452 2.1017 -1.8011  0.098
H -0.3994 1.2845 -2.6721  0.104
H -0.1743 1.9166 -1.0197  0.102
N 2.9544 -0.8351 1.0225  0.147
C 1.5900 -0.9250 0.8654  -0.581
N 0.8771 -0.9966 2.0206  0.154
N 0.9966 -1.0530 -0.2772  0.074
H 3.4317 -0.3626 0.2688  0.108
H 3.2742 -0.5285 1.9255  0.101
H 1.2326 -0.6526 2.8907  0.107
H -0.1164 -1.0845 1.9317  0.089
H 1.6868 -1.1888 -1.0067  0.069

Its orbital gap is 10.4 eV. The net charge is +1. Its molar mass is 105.16 g/mol.


Which of them is most stable, and which least? Most stable: x); least stable: w).


w) The following is a DFT calculation (ωB97M-V/def2-TZVPD) of a 2-piece molecular cluster, C3H13N4 overall.

Last column: Löwdin charge in e.
Cartesian coordinates (Å):
N 1.3045 -0.7404 -0.5352  -0.027
C 0.7645 -1.4627 -1.7455  -0.332
N 0.5642 -2.9286 -1.6665  -0.007
H 0.8440 -1.1230 0.2942  0.044
H 2.2933 -1.0212 -0.4130  0.087
H -0.2037 -1.0329 -2.0236  0.098
H 1.4660 -1.3102 -2.5866  0.114
H 1.5022 -3.2959 -1.4164  0.078
H -0.0244 -3.1145 -0.8654  0.047
C -1.2600 1.8986 1.1630  -0.096
C 0.0397 1.5229 0.8833  -0.170
N 0.9999 2.2050 0.1432  0.098
N -2.1269 0.8577 1.7462  0.152
H -1.7969 2.7860 0.8932  0.112
H 0.4003 0.5980 1.3788  0.110
H 1.6470 1.6007 -0.3562  0.085
H 0.5930 2.8992 -0.4306  0.089
H -2.8429 0.6107 1.0547  0.170
H -2.5766 1.0623 2.6763  0.195
H -1.5873 -0.0117 1.8063  0.155

Its orbital gap is 8.8 eV. The net charge is +1. Its molar mass is 105.16 g/mol.


x) The following is a DFT calculation (ωB97M-V/def2-TZVPD) of a 2-piece molecular cluster, C3H13N4 overall.

Last column: Löwdin charge in e.
Cartesian coordinates (Å):
C -1.9860 1.2497 -0.2960  0.097
C -1.5937 -0.9191 0.9369  -0.017
C -1.4908 0.0264 -0.2762  -0.364
N -0.5985 -0.3065 -1.3648  0.208
N 2.8704 -0.3391 0.0201  -0.003
N 1.0420 1.1575 0.3245  0.038
N 1.4614 -0.2673 0.2074  -0.213
H -1.6866 1.7304 -1.2279  0.084
H -2.5013 1.7162 0.4937  0.081
H 1.4473 1.5811 1.1143  0.063
H -0.8768 -0.6267 1.6287  0.043
H -1.6158 -1.9982 0.6703  0.098
H -2.5999 -0.9573 1.3772  0.101
H -0.6369 0.3299 -2.0880  0.129
H -0.7539 -1.2593 -1.5904  0.158
H 3.3963 -0.1286 0.9023  0.103
H 3.3282 -1.2092 -0.2211  0.082
H 1.3503 1.7198 -0.5149  0.125
H 1.1376 -0.7420 1.0518  0.116
H 0.3419 -0.3879 -0.9186  0.071

Its orbital gap is 10.5 eV. The net charge is +1. Its molar mass is 105.16 g/mol.


Which of them is most stable, and which least? Most stable: w); least stable: x).


w) The following is a DFT calculation (ωB97M-V/def2-TZVPD) of a 3-piece molecular cluster, CH10N2O2 overall.

Last column: Löwdin charge in e.
Cartesian coordinates (Å):
N -2.0231 2.1710 2.1085  -0.006
C -1.5603 0.8467 1.7594  -0.386
N -0.7705 0.6721 0.5363  -0.017
H -1.2800 2.6671 2.5531  0.046
H -2.3459 2.6644 1.2878  0.060
H -0.8905 0.4451 2.5228  0.103
H -2.4045 0.1592 1.6905  0.098
H -1.3038 0.8194 -0.3083  0.052
H 0.0450 1.2608 0.5796  0.051
H -3.0541 -3.8048 -3.0445  0.032
H -2.4022 -3.2376 -4.3245  0.029
O -3.0836 -3.0724 -3.6679  -0.061
H 6.9663 -0.6502 -0.7647  0.032
H 6.7537 -0.5458 0.7206  0.032
O 6.7343 -0.0118 -0.0813  -0.063

Its orbital gap is 9.9 eV. The net charge is 0. Its molar mass is 82.10 g/mol. As for the structure (SMILES): NCN.O.O.


x) The following is a DFT calculation (ωB97M-V/def2-TZVPD) of a 3-piece molecular cluster, CH10N2O2 overall.

Last column: Löwdin charge in e.
Cartesian coordinates (Å):
N 0.1914 -1.2069 -1.9031  -0.016
C -0.9967 -0.5086 -1.7043  -0.355
N -1.1006 0.2677 -0.3672  0.000
H 1.0060 -0.6111 -2.0401  0.072
H 0.4324 -2.0021 -1.2817  0.092
H -1.5347 0.0746 -2.4780  0.106
H -1.9741 -1.1231 -1.5272  0.126
H -0.6405 1.1744 -0.3493  0.033
H -0.8575 -0.1854 0.4371  -0.013
H 0.8067 1.2567 0.6436  -0.040
H 1.6973 2.5275 0.7893  0.035
O 1.2713 1.8099 1.2384  -0.028
H 0.6693 -0.6561 2.0959  -0.055
H 0.7899 -0.1678 3.5605  0.079
O 0.2397 -0.6498 2.8861  -0.035

Its orbital gap is 9.6 eV. The net charge is 0. Its molar mass is 82.10 g/mol. As for the structure (SMILES): NCN.O.O.


Which of them is most stable, and which least? Most stable: w); least stable: x).


w) The following is a DFT calculation (ωB97M-V/def2-TZVPD) of one molecule with the formula C3H4N2O.

Last column: Löwdin charge in e.
Cartesian coordinates (Å):
C -0.4246 0.8287 -0.5938  -0.151
C 1.5654 -0.1047 0.5310  -0.317
C -1.3320 -0.1142 -0.2594  -0.154
N 0.8625 0.8450 -0.1020  -0.037
N 2.0179 -0.2668 -0.6150  0.209
O -1.1568 -1.2475 0.4781  0.033
H -0.5342 1.6769 -1.2339  0.096
H 1.7290 -0.1780 1.6636  0.153
H -0.2986 -1.5578 0.5309  0.036
H -2.4286 0.1182 -0.3996  0.133

Its orbital gap is 9.5 eV. The net charge is 0. Its molar mass is 84.08 g/mol. As for the structure (SMILES): O/C=C\N1C=N1.


x) The following is a DFT calculation (ωB97M-V/def2-TZVPD) of one molecule with the formula C3H4N2O.

Last column: Löwdin charge in e.
Cartesian coordinates (Å):
N -0.3801 -0.2534 -1.9728  0.049
C 0.4048 -0.3349 -0.8236  -0.199
C 0.1012 -0.5335 0.4331  -0.021
C 0.0676 -0.2688 1.7175  -0.132
N -0.0282 1.1240 2.1406  -0.056
O -0.2360 1.9034 1.2420  -0.034
H -0.1925 0.5426 -2.5742  0.092
H -1.3697 -0.3591 -1.8044  0.087
H 1.4715 -0.5283 -0.9252  0.126
H 0.1282 -0.9830 2.5301  0.088

Its orbital gap (alpha / beta) is 8.4 / 8.4 eV. The net charge is 0. Its molar mass is 84.08 g/mol. As for the structure (SMILES): NC=C=CN=O.


y) The following is a DFT calculation (ωB97M-V/def2-TZVPD) of one molecule with the formula C3H4N2O.

Last column: Löwdin charge in e.
Cartesian coordinates (Å):
N 1.7368 -0.0800 -0.2519  0.162
C 0.5218 0.3759 0.0470  -0.245
C -0.6030 1.0034 -0.2873  -0.022
C -1.4575 -0.1667 0.0241  -0.191
N -1.1012 -0.9689 0.9730  -0.009
O 0.1442 -0.5917 1.3418  -0.146
H 1.8570 -0.8069 0.4428  0.110
H 2.0422 -0.3258 -1.1863  0.126
H -0.9324 2.0266 -0.4779  0.110
H -2.1840 -0.5150 -0.6885  0.103

Its orbital gap is 9.0 eV. The net charge is 0. Its molar mass is 84.08 g/mol. As for the structure (SMILES): Nc1ccno1.


z) The following is a DFT calculation (ωB97M-V/def2-TZVPD) of one molecule with the formula C3H4N2O.

Last column: Löwdin charge in e.
Cartesian coordinates (Å):
N -1.1135 0.0356 -0.0606  0.114
C -0.6723 -1.2228 -0.0763  -0.273
O 0.5431 -1.4633 -0.2411  0.002
C 1.2164 0.4621 -0.2088  0.165
C -0.0141 0.9599 0.3324  -0.637
N 0.0343 2.0251 0.9425  0.141
H -2.0860 0.2688 0.0761  0.139
H -1.3882 -2.0375 0.1035  0.145
H 1.3799 0.5821 -1.2816  0.104
H 2.1005 0.3901 0.4137  0.099

Its orbital gap (alpha / beta) is 7.8 / 7.7 eV. The net charge is 0. Its molar mass is 84.08 g/mol.


Which of them is most stable, and which least? Most stable: z); least stable: w).